## i
Molecular formula: C4H11N2S
Method: DFT, ωB97M-V/def2-TZVPD

Geometry as XYZ:
```
18
C4H11N2S, DFT ωB97M-V/def2-TZVPD
C 1.476 1.820 0.956
C 0.414 -0.450 -0.997
C 2.146 -2.108 -0.413
C -4.135 -0.305 0.503
N 1.304 -1.097 -0.652
N -0.394 0.553 -1.099
S -3.256 0.963 0.075
H 1.596 2.603 1.714
H 2.387 1.335 0.772
H 2.627 -2.332 -1.296
H 2.813 -1.850 0.398
H 1.868 -3.080 -0.186
H -5.187 -0.268 0.340
H -3.836 -1.171 1.072
H 0.602 1.195 1.182
H -1.355 0.539 -0.737
H -0.305 1.277 -1.701
H 1.235 2.376 0.068
```

Total charge   +1
Gap between HOMO and LUMO   8.60 eV
LUMO   -4.235 eV
HOMO level   -12.83 eV
2S+1   1

---

## ii
Molecular formula: C4H11N2S
Method: DFT, ωB97M-V/def2-TZVPD

Geometry as XYZ:
```
18
C4H11N2S, DFT ωB97M-V/def2-TZVPD
C -1.388 -1.102 0.067
C -0.054 -1.401 0.621
C -1.836 0.219 0.140
C 1.500 0.417 -0.435
N 2.847 0.962 0.301
N -2.449 0.860 -0.854
S 1.284 -1.275 -0.658
H -1.366 -1.538 -0.899
H -2.318 -1.587 0.641
H 0.159 -0.534 1.303
H -0.105 -2.352 1.013
H -1.522 0.780 0.993
H 1.566 0.827 -1.486
H 3.292 0.340 0.931
H 3.540 1.352 -0.313
H 2.569 1.846 0.775
H -2.788 1.754 -0.565
H -2.932 0.433 -1.572
```

Total charge   +1
Gap between HOMO and LUMO   6.50 eV
LUMO   -4.279 eV
HOMO level   -10.78 eV
2S+1   1

---

Which structure loses on stability? ii does.

---

## i
Molecular formula: C2H10O3
Method: DFT, ωB97M-V/def2-TZVPD

Geometry as XYZ:
```
15
C2H10O3, DFT ωB97M-V/def2-TZVPD
C 1.006 0.341 0.359
O -2.018 0.365 1.250
C 0.356 -0.983 0.579
H 1.517 0.682 1.270
H 0.298 1.056 -0.078
H -2.877 -0.052 1.374
H 1.168 -1.721 0.507
H -0.301 -1.007 1.480
H 1.775 0.383 -0.506
H -0.265 -1.078 -0.316
H 2.465 -0.723 -2.271
O 2.085 -1.055 -1.438
H -1.857 1.842 -1.482
H -1.909 0.769 0.177
O -1.442 1.180 -0.904
```

Total charge   0
Gap between HOMO and LUMO   4.31 eV
LUMO   -5.115 eV
HOMO level   -9.43 eV
2S+1   1

---

## ii
Molecular formula: C2H10O3
Method: DFT, ωB97M-V/def2-TZVPD

Geometry as XYZ:
```
15
C2H10O3, DFT ωB97M-V/def2-TZVPD
C 1.604 -2.499 1.346
O 1.190 -1.470 2.141
H 2.554 -2.913 1.687
H 0.832 -3.269 1.339
H 1.759 -2.192 0.311
H 1.946 -0.902 2.304
C -0.653 3.043 -2.001
O -0.125 1.888 -1.407
H -1.188 2.702 -2.887
H -1.297 3.481 -1.238
H 0.042 3.825 -2.308
H -0.826 1.260 -1.221
O -1.969 -0.837 0.284
H -2.682 -1.179 0.824
H -1.187 -0.937 0.826
```

Total charge   0
Gap between HOMO and LUMO   10.72 eV
LUMO   0.717 eV
SMILES string   CO.CO.O
HOMO level   -10.01 eV
2S+1   1

---

Which structure loses on stability? i does.

---

## i
Molecular formula: C3H10N2S2
Method: DFT, ωB97M-V/def2-TZVPD

Geometry as XYZ:
```
17
C3H10N2S2, DFT ωB97M-V/def2-TZVPD
N 2.561 0.430 -0.099
C 1.382 0.000 0.651
C 0.106 0.319 -0.143
N -0.481 1.607 0.189
C -0.922 -0.812 0.075
S -2.600 -0.175 -0.259
S -3.641 -1.918 -0.656
H 3.399 0.188 0.330
H 2.576 1.445 -0.151
H 1.398 -1.090 0.711
H 1.351 0.386 1.669
H 0.458 0.236 -1.174
H 0.049 2.105 0.890
H -0.648 2.225 -0.590
H -0.724 -1.656 -0.584
H -0.899 -1.178 1.100
H -3.364 -2.110 -1.959
```

Total charge   0
Gap between HOMO and LUMO   9.56 eV
LUMO   0.764 eV
SMILES string   NC[C@H](N)CSS
HOMO level   -8.80 eV
2S+1   1

---

## ii
Molecular formula: C3H10N2S2
Method: DFT, ωB97M-V/def2-TZVPD

Geometry as XYZ:
```
17
C3H10N2S2, DFT ωB97M-V/def2-TZVPD
N -2.136 1.089 -0.798
C -1.239 -0.059 -0.919
C -0.178 -0.026 0.174
N 0.732 1.092 -0.065
C 0.587 -1.337 0.189
S 1.391 -1.858 1.726
S 3.177 -0.795 1.765
H -3.021 0.958 -1.277
H -1.702 1.909 -1.201
H -1.805 -0.973 -0.726
H -0.760 -0.125 -1.905
H -0.701 0.129 1.127
H 0.298 1.925 -0.416
H 1.482 1.234 0.585
H -0.145 -2.137 0.122
H 1.293 -1.394 -0.643
H 2.730 0.368 2.262
```

Total charge   0
Gap between HOMO and LUMO   9.66 eV
LUMO   0.579 eV
SMILES string   NC[C@H](N)CSS
HOMO level   -9.09 eV
2S+1   1

---

Which structure loses on stability? i does.

---

## i
Molecular formula: C4H15NO2
Method: DFT, ωB97M-V/def2-TZVPD

Geometry as XYZ:
```
22
C4H15NO2, DFT ωB97M-V/def2-TZVPD
C -2.096 0.532 -1.269
C -0.975 -0.389 -1.809
N 0.262 -0.125 -1.153
C 1.220 -1.210 -0.876
C 2.619 -0.751 -0.590
H -1.917 1.573 -1.546
H -3.018 0.246 -1.704
H -2.072 0.536 -0.184
H -0.974 -0.358 -2.895
H -1.286 -1.404 -1.564
H 0.790 0.612 -1.636
H 1.270 -1.694 -1.874
H 0.669 -1.860 -0.196
H 2.694 -0.285 0.387
H 3.009 -0.035 -1.309
H 3.305 -1.594 -0.573
H -1.427 1.416 4.319
H -1.469 2.891 4.181
O -2.016 2.111 4.007
H 0.905 0.473 1.697
H -0.202 -0.326 2.444
O 0.708 -0.359 2.141
```

Total charge   +1
Gap between HOMO and LUMO (alpha / beta)   11.08 / 6.22 eV
LUMO (alpha / beta)   -3.072 / -7.930 eV
HOMO level (alpha / beta)   -14.15 / -14.15 eV
2S+1   2

---

## ii
Molecular formula: C4H15NO2
Method: DFT, ωB97M-V/def2-TZVPD

Geometry as XYZ:
```
22
C4H15NO2, DFT ωB97M-V/def2-TZVPD
C -1.510 -1.141 0.139
C -0.916 0.207 0.580
N -0.077 0.821 -0.445
C -0.355 2.251 -0.660
C 1.334 0.533 -0.317
H -2.122 -0.912 -0.726
H -0.815 -1.955 -0.023
H -2.188 -1.480 0.919
H -0.509 0.309 1.583
H -1.783 0.853 0.678
H -0.166 2.804 0.258
H -1.424 2.322 -0.872
H 0.174 2.588 -1.545
H 1.805 1.067 0.492
H 1.431 -0.538 -0.134
H 1.910 0.767 -1.217
H 1.017 -2.394 3.467
H -0.092 -1.325 3.547
O 0.094 -2.259 3.707
H 1.743 -0.103 -3.238
H 1.021 -1.434 -2.727
O 1.427 -0.982 -3.468
```

Total charge   +1
Gap between HOMO and LUMO (alpha / beta)   11.44 / 6.57 eV
LUMO (alpha / beta)   -3.198 / -8.071 eV
HOMO level (alpha / beta)   -14.64 / -14.64 eV
2S+1   2

---

Which structure loses on stability? ii does.

---

## i
Molecular formula: C6H14NO
Method: DFT, ωB97M-V/def2-TZVPD

Geometry as XYZ:
```
22
C6H14NO, DFT ωB97M-V/def2-TZVPD
C -0.156 -1.985 0.150
C -0.130 -0.447 0.336
C 1.257 1.473 -0.748
C -2.058 1.273 0.699
C 1.390 -0.068 -0.462
C -1.419 0.094 -0.081
N 2.390 -0.486 0.321
O -2.169 -0.647 -0.780
H -0.167 -2.369 -0.930
H 0.675 -2.500 0.589
H 0.210 -0.115 1.325
H 0.243 1.700 -1.257
H 2.086 1.721 -1.500
H 1.338 2.202 0.122
H -2.770 1.779 0.124
H -2.585 0.652 1.563
H -1.279 1.863 1.198
H 1.391 -0.634 -1.511
H 3.176 -1.132 0.062
H -0.963 -2.395 0.756
H 2.608 0.313 0.937
H -3.069 -0.295 -0.915
```

Total charge   +1
Gap between HOMO and LUMO   8.20 eV
LUMO   -4.820 eV
HOMO level   -13.02 eV
2S+1   1

---

## ii
Molecular formula: C6H14NO
Method: DFT, ωB97M-V/def2-TZVPD

Geometry as XYZ:
```
22
C6H14NO, DFT ωB97M-V/def2-TZVPD
C -2.182 0.686 -0.664
C -3.109 1.349 -1.334
C -1.195 -1.524 -0.356
N -2.001 -0.699 -0.899
H -1.556 1.159 0.077
H -3.791 0.870 -2.026
H -3.209 2.414 -1.190
H -1.235 -2.551 -0.693
H -0.479 -1.202 0.397
H -2.595 -1.057 -1.647
C 1.796 -1.003 1.412
C 1.458 0.375 0.837
C 1.853 0.498 -0.617
O 2.170 1.383 1.536
H 1.352 -1.135 2.402
H 2.881 -1.046 1.503
H 1.534 -1.851 0.777
H 0.379 0.562 0.964
H 1.275 -0.198 -1.234
H 2.906 0.249 -0.739
H 1.668 1.504 -0.985
H 2.080 1.218 2.481
```

Total charge   +1
Gap between HOMO and LUMO   8.03 eV
LUMO   -5.508 eV
HOMO level   -13.54 eV
2S+1   1

---

Which structure loses on stability? i does.